Density functional theory data (ωB97M-V/def2-TZVPD) for a molecular structure, C19H19N5NiS5Sb at a distorted geometry.

Geometry as XYZ:
```
50
Properties=species:S:1:pos:R:3
Ni 0.456 -0.331 0.108
C -1.921 3.386 -0.265
C -3.213 2.947 -0.071
C -3.447 1.585 0.035
C -2.379 0.711 -0.058
N -1.122 1.137 -0.203
C -0.905 2.443 -0.312
C -2.528 -0.764 -0.004
C -3.744 -1.428 0.078
C -3.741 -2.808 0.174
C -2.537 -3.492 0.185
C -1.365 -2.763 0.054
N -1.379 -1.439 -0.054
C -0.007 -3.360 0.050
C 0.206 -4.734 0.082
C 1.497 -5.222 0.120
C 2.546 -4.318 0.129
C 2.248 -2.966 0.080
N 1.004 -2.486 0.033
H -1.683 4.439 -0.346
H -4.032 3.651 0.018
H -4.451 1.214 0.200
H 0.124 2.744 -0.448
H -4.679 -0.882 0.070
H -4.675 -3.351 0.249
H -2.522 -4.567 0.302
H -0.635 -5.415 0.072
H 1.682 -6.290 0.143
H 3.577 -4.646 0.169
H 3.041 -2.227 0.070
S -0.750 3.031 3.222
Sb 1.271 1.952 3.282
S 0.818 -0.235 2.374
S 2.486 3.311 1.298
S 4.360 3.596 1.834
S 1.762 0.466 -1.809
C 3.261 0.539 -0.980
N 4.391 0.933 -1.615
C 5.684 1.083 -0.946
C 5.778 0.059 0.173
C 4.575 0.246 1.084
N 3.362 0.148 0.281
H 4.243 1.375 -2.504
H 5.794 2.087 -0.534
H 6.470 0.922 -1.684
H 6.703 0.193 0.734
H 5.770 -0.947 -0.255
H 4.630 1.223 1.562
H 4.523 -0.510 1.865
H 2.450 -0.025 0.750
```

Frontier orbital gap (spin up / spin down) in Eh: 0.20420 / 0.19367
Multiplicity: 3
HOMO level (spin up / spin down) in eV: -3.36 / -3.16
Total charge: -1
<S²>: 2.070

These are the natural (NBO) partial charges, in e, on atoms 1 to 2: Ni 0.844; C -0.227

***

Density functional theory data (ωB97M-V/def2-TZVPD) for a molecular structure, C19H19N5O4Ti.

Geometry as XYZ:
```
48
Properties=species:S:1:pos:R:3
Ti 0.258 0.054 -1.047
C -2.881 -2.234 0.983
C -1.810 -1.270 0.575
N -1.221 -1.315 -0.607
O -1.769 -2.282 -1.492
C -1.283 -0.288 1.457
C -1.761 -0.019 2.849
N -0.310 0.430 0.889
O 0.286 1.378 1.502
H -3.467 -2.553 0.126
H -3.534 -1.788 1.730
H -2.420 -3.122 1.425
H -1.007 -2.583 -1.999
H -1.929 -0.942 3.405
H -2.689 0.559 2.855
H -0.994 0.570 3.349
O 3.460 1.913 -2.150
C 2.684 1.010 -1.896
O 1.558 0.743 -2.464
C 3.065 0.075 -0.736
C 4.316 0.208 -0.118
C 4.620 -0.635 0.910
C 3.676 -1.595 1.339
C 3.925 -2.488 2.405
C 2.970 -3.382 2.799
C 1.722 -3.419 2.144
C 1.452 -2.568 1.108
C 2.424 -1.641 0.680
N 2.145 -0.802 -0.363
H 4.986 0.975 -0.475
H 5.576 -0.578 1.417
H 4.885 -2.447 2.904
H 3.168 -4.060 3.617
H 0.971 -4.128 2.468
H 0.495 -2.582 0.603
N -3.681 4.655 -2.966
C -2.854 3.657 -2.546
C -1.561 3.926 -2.086
C -0.750 2.885 -1.703
N -1.140 1.604 -1.736
C -2.379 1.340 -2.171
C -3.254 2.315 -2.586
H -3.439 5.609 -2.771
H -4.651 4.454 -3.129
H -1.199 4.945 -2.037
H 0.258 3.070 -1.354
H -2.674 0.298 -2.173
H -4.243 2.046 -2.934
```

Frontier orbital gap (spin up / spin down) in Eh: 0.21312 / 0.25572
Multiplicity: 3
HOMO level (spin up / spin down) in eV: -6.04 / -7.25
Total charge: 0
<S²>: 2.035
Energy above the lowest of the compared OMol25 structures with the same formula, charge and spin in eV: 0.000

These are the natural (NBO) partial charges, in e, on atoms 1 to 2: Ti 1.364; C -0.668

***

Density functional theory data (ωB97M-V/def2-TZVPD) for C19H19N9O in the gas phase at a distorted geometry.

Geometry as XYZ:
```
48
Properties=species:S:1:pos:R:3
C -7.097 2.139 -0.139
C -6.060 1.288 0.582
C -4.798 1.009 -0.193
C -4.493 1.614 -1.404
C -3.317 1.328 -2.076
C -2.416 0.421 -1.536
N -1.209 0.069 -2.172
C -0.610 0.676 -3.210
O -1.018 1.627 -3.834
C 0.733 0.013 -3.632
N 1.441 -0.571 -2.546
N 1.138 -1.750 -2.053
N 1.877 -1.932 -1.019
C 2.635 -0.825 -0.889
C 3.577 -0.630 0.200
C 4.852 -0.124 -0.019
C 5.745 -0.007 1.028
C 5.393 -0.387 2.319
C 6.380 -0.283 3.438
C 4.111 -0.868 2.547
C 3.209 -0.986 1.500
N 1.899 -1.418 1.753
C 1.446 -2.429 2.532
N 0.144 -2.468 2.441
N -0.196 -1.485 1.618
N 0.817 -0.856 1.200
N 2.377 0.043 -1.860
C -2.702 -0.191 -0.319
C -3.879 0.105 0.336
H -7.986 2.239 0.481
H -7.388 1.678 -1.080
H -6.713 3.137 -0.340
H -6.511 0.329 0.852
H -5.782 1.782 1.518
H -5.174 2.322 -1.847
H -3.098 1.811 -3.013
H -0.747 -0.724 -1.740
H 0.502 -0.767 -4.363
H 1.353 0.784 -4.091
H 5.133 0.167 -1.019
H 6.734 0.385 0.843
H 5.884 -0.319 4.404
H 7.088 -1.111 3.386
H 6.947 0.643 3.365
H 3.802 -1.137 3.547
H 2.066 -3.087 3.101
H -1.999 -0.882 0.124
H -4.089 -0.374 1.281
```

Frontier orbital gap in Eh: 0.30642
HOMO level in eV: -8.15
Total charge: 0
Energy above the lowest of the compared OMol25 structures with the same formula, charge and spin in eV: 0.000

These are the natural (NBO) partial charges, in e, on atoms 1 to 2: C -0.606; C -0.418

***

Density functional theory data (ωB97M-V/def2-TZVPD) for a molecular structure, C19H20As2CoF5IO2.

Geometry as XYZ:
```
50
Properties=species:S:1:pos:R:3
Co 0.407 -0.149 0.484
C -2.242 -0.339 3.176
As -0.824 -1.594 3.706
C 0.669 -0.804 2.652
C -1.439 -3.151 2.674
C -1.864 -4.170 3.529
C -2.485 -5.315 3.051
C -2.692 -5.465 1.692
C -2.257 -4.475 0.824
C -1.629 -3.325 1.297
As -0.986 -2.111 -0.068
C -2.554 -1.716 -1.134
C 0.036 -3.293 -1.213
H -3.167 -0.670 3.646
H -2.398 -0.281 2.099
H -1.998 0.653 3.558
H 1.536 -0.702 3.304
H 0.421 0.244 2.398
H 1.007 -1.403 1.803
H -1.716 -4.060 4.597
H -2.807 -6.081 3.743
H -3.179 -6.349 1.303
H -2.405 -4.613 -0.241
H -2.955 -2.625 -1.575
H -2.270 -1.024 -1.925
H -3.309 -1.251 -0.503
H -0.561 -4.165 -1.471
H 0.937 -3.607 -0.691
H 0.320 -2.751 -2.113
F 1.737 -0.553 -1.968
C 2.068 -0.333 -0.650
F 2.728 -1.476 -0.227
C 3.110 0.780 -0.651
F 3.456 1.071 0.619
F 2.572 1.898 -1.182
F 4.212 0.493 -1.329
I 2.950 7.002 3.597
C 1.740 5.619 2.705
C 2.202 4.944 1.552
C 1.395 4.033 0.931
C 0.128 3.746 1.483
C -0.351 4.462 2.607
C 0.460 5.371 3.230
C -0.772 2.763 0.822
O -1.772 3.381 0.448
O -0.492 1.557 0.643
H 3.192 5.153 1.169
H 1.729 3.509 0.047
H -1.355 4.273 2.960
H 0.121 5.907 4.105
```

Frontier orbital gap (spin up / spin down) in Eh: 0.31559 / 0.17755
Multiplicity: 5
HOMO level (spin up / spin down) in eV: -11.76 / -11.93
Total charge: +1
<S²>: 6.037
Energy above the lowest of the compared OMol25 structures with the same formula, charge and spin in eV: 1.500

These are the natural (NBO) partial charges, in e, on atoms 1 to 2: Co 1.220; C -0.950

***

no.,electronic energy (a.u.)
1,-4748.89564
2,-2159.65714
3,-1303.44426
4,-7537.50157